Entry 1:
# C5H10INO

The molecule C5H10INO at a distorted geometry (ωB97M-V/def2-TZVPD, the OMol25 dataset).

Output
- LUMO level (alpha / beta) (eV) = 0.240 / 0.631
- energy relative to the best compared isomer or geometry (same formula, charge and spin) (kJ/mol) = 336.8
- HOMO (alpha / beta) (hartree) = -0.268 / -0.279
- total charge = 0
- orbital gap (alpha / beta) (eV) = 7.52 / 8.22

```
18
Properties=species:S:1:pos:R:3:forces:R:3:mulliken_charge:R:1
C -1.19277 -0.19675 -0.46184 0.416 1.664 0.916 -0.959
C -0.39279 -1.01738 0.47468 -0.138 0.023 0.347 0.518
C 0.17379 1.79645 0.46174 -1.117 -1.752 -1.164 0.050
C -0.11459 -2.43500 -0.03140 -0.008 0.199 0.138 -1.448
C 0.88465 2.24274 -0.76547 0.247 -0.042 0.242 -1.015
N 0.92845 -0.35481 0.62300 0.266 0.105 -0.465 -0.427
O 0.71079 0.89456 1.30036 0.124 -0.186 0.440 -0.276
I -3.24592 0.02434 -0.10207 0.337 -0.144 -0.108 0.021
H -0.93755 -0.23428 -1.50555 -0.022 0.012 -0.305 0.409
H -0.89645 -1.06607 1.45233 0.041 0.017 -0.167 0.385
H -0.51031 2.46688 0.95941 -0.026 0.047 0.176 0.414
H -1.04775 -2.90094 -0.33820 -0.018 -0.049 0.003 0.346
H 0.32835 -3.03855 0.75788 0.091 -0.130 0.030 0.379
H 0.56591 -2.40162 -0.87924 0.015 -0.023 -0.110 0.397
H 1.48022 1.43311 -1.18012 -0.039 -0.009 -0.036 0.308
H 1.55553 3.06954 -0.50624 0.074 0.053 -0.061 0.341
H 0.18155 2.60433 -1.50970 -0.080 0.017 -0.040 0.290
H 1.52890 -0.88654 1.25043 -0.163 0.198 0.164 0.265
```
Forces are in eV/Å.


Entry 2:
# C5H11FN

A cluster of 2 separate species, C5H11FN in total at a distorted geometry (ωB97M-V/def2-TZVPD, the OMol25 dataset).

Output
- LUMO level (alpha / beta) (eV) = -6.574 / -7.038
- energy relative to the best compared isomer or geometry (same formula, charge and spin) (kJ/mol) = 610.6
- HOMO (alpha / beta) (hartree) = -0.553 / -0.542
- total charge = +1
- orbital gap (alpha / beta) (eV) = 8.48 / 7.70

```
18
Properties=species:S:1:pos:R:3:forces:R:3:mulliken_charge:R:1
C -1.49351 1.26393 0.09498 1.852 -0.216 0.775 -0.553
C -1.69910 -0.19517 -0.40721 -1.863 2.581 0.427 -0.563
C -0.12751 0.92484 0.80448 -0.708 0.018 1.022 -0.743
C -0.33689 -0.60857 -0.93141 -0.520 -1.623 -0.249 -0.481
C 2.90549 -0.26337 0.62197 -1.040 0.318 -3.606 -0.243
N 0.65078 0.32327 -0.27747 0.781 -2.479 2.498 0.257
F 1.14793 1.27249 -1.04454 0.357 1.848 -2.188 -0.152
H -1.32234 2.08748 -0.64721 -0.243 -1.029 0.344 0.307
H -2.30277 1.55569 0.75584 0.168 0.104 0.217 0.367
H -2.09770 -0.69443 0.52895 0.525 -0.114 -1.580 0.314
H -2.46477 -0.02255 -1.17197 0.075 -1.226 -0.016 0.315
H 0.48816 1.68746 1.25986 -0.115 0.392 0.090 0.399
H -0.27825 0.07809 1.55375 0.120 1.170 -0.814 0.316
H -0.17178 -1.61119 -0.43718 0.504 0.822 -1.307 0.245
H -0.38620 -0.59452 -2.06510 0.948 -0.112 1.511 0.359
H 2.55939 -0.52281 1.54536 -0.733 -0.558 2.424 0.312
H 2.87676 -0.97347 -0.18783 0.133 -0.439 0.167 0.253
H 3.51948 0.59381 0.40536 -0.238 0.545 0.284 0.290
```
Forces are in eV/Å.


Entry 3:
# C10H20BrN2O

The molecule C10H20BrN2O (ωB97M-V/def2-TZVPD, the OMol25 dataset).

Output
- LUMO level (alpha / beta) (eV) = 0.685 / 0.367
- multiplicity = 2
- expectation value of S² = 0.7540
- HOMO (alpha / beta) (hartree) = -0.308 / -0.354
- total charge = 0
- orbital gap (alpha / beta) (eV) = 9.07 / 10.01

```
34
Properties=species:S:1:pos:R:3:forces:R:3:mulliken_charge:R:1
C 2.18066 -1.06590 -0.03611 0.030 0.072 0.040 -1.707
C 1.39973 -0.00368 -0.81787 -0.103 0.114 -0.069 1.599
C 2.22551 0.39769 -2.03873 0.029 0.060 -0.038 -1.924
C 1.15703 1.27066 0.02762 0.010 0.091 0.084 -1.696
C -0.17110 1.40834 0.78112 -0.039 -0.059 0.083 1.261
Br -0.56375 3.36729 0.90436 -0.068 -0.060 0.079 -0.075
C -0.02247 0.93732 2.25013 0.010 -0.025 -0.069 -1.370
N -1.21759 0.65488 3.00858 -0.026 -0.017 0.067 -0.560
C -1.34554 0.81923 0.01094 0.133 -0.003 -0.180 -1.933
C -1.12808 -0.58055 -0.57183 -0.064 0.125 0.005 1.660
C -1.12478 -1.69165 0.48324 -0.081 0.059 0.030 -1.919
C -2.26532 -0.85774 -1.55357 0.028 0.041 -0.128 -1.790
N 0.13388 -0.58639 -1.34943 0.242 -0.544 0.414 0.662
O 0.30537 -1.61980 -2.08195 -0.084 0.262 -0.102 -0.640
H 1.65222 -1.41798 0.84765 -0.036 -0.028 0.004 0.322
H 2.40229 -1.91407 -0.68178 -0.077 -0.024 0.032 0.420
H 3.12341 -0.62682 0.29524 0.015 -0.030 -0.018 0.425
H 3.12070 0.93281 -1.71582 0.021 -0.074 -0.012 0.420
H 2.50825 -0.48216 -2.61344 0.029 0.032 0.015 0.417
H 1.64471 1.06061 -2.68115 0.004 0.011 0.001 0.463
H 1.29725 2.14232 -0.60893 -0.127 -0.058 -0.104 0.543
H 1.96009 1.31193 0.76946 0.034 0.130 -0.057 0.367
H 0.53697 1.70905 2.78154 0.117 -0.044 -0.087 0.515
H 0.61749 0.05110 2.24971 -0.093 -0.050 0.040 0.428
H -1.65396 -0.21883 2.74961 -0.037 0.083 -0.081 0.280
H -1.89953 1.40241 2.95402 0.075 -0.014 0.022 0.303
H -1.56716 1.48725 -0.82347 0.004 -0.029 -0.021 0.514
H -2.23708 0.79353 0.63921 0.018 0.063 0.020 0.610
H -0.86098 -2.63899 0.01474 0.023 0.007 -0.015 0.433
H -0.44092 -1.50459 1.30726 0.047 -0.023 -0.004 0.382
H -2.13283 -1.78411 0.89445 0.013 -0.023 0.007 0.347
H -3.21733 -0.59041 -1.09161 0.006 -0.094 0.014 0.413
H -2.13870 -0.25782 -2.45487 -0.021 0.034 0.013 0.456
H -2.27844 -1.90493 -1.84831 -0.032 0.016 0.016 0.374
```
Forces are in eV/Å.


Entry 4:
# C27H31FMnNO6P

A structure of composition C27H31FMnNO6P (ωB97M-V/def2-TZVPD, the OMol25 dataset).

Output
- LUMO level (alpha / beta) (eV) = -4.625 / -3.410
- multiplicity = 5
- energy relative to the best compared isomer or geometry (same formula, charge and spin) (kJ/mol) = 148.4
- expectation value of S² = 6.0765
- HOMO (alpha / beta) (hartree) = -0.383 / -0.383
- total charge = +1
- orbital gap (alpha / beta) (eV) = 5.80 / 7.01

```
68
Properties=species:S:1:pos:R:3:forces:R:3:mulliken_charge:R:1
Mn 0.99952 0.98111 -0.93768 0.301 -0.366 0.769 0.741
C -3.11989 -2.70371 4.08820 0.057 0.018 -0.013 -1.940
C -3.03787 -3.34878 2.71659 -0.006 0.059 0.022 0.589
C -2.54575 -4.78235 2.78730 0.081 -0.023 -0.030 -0.937
C -2.62285 -5.43310 1.41694 0.039 0.043 -0.045 -1.039
C -1.94342 -4.57983 0.37557 -0.041 -0.065 0.100 1.177
C -1.47945 -5.13391 -0.79229 -0.027 -0.068 -0.008 -0.688
C -0.80750 -4.35772 -1.73822 -0.017 -0.082 -0.006 -0.060
F -0.35686 -4.96161 -2.84273 -0.024 -0.010 0.008 -0.344
C -0.58418 -3.02885 -1.55508 -0.001 0.105 0.015 -0.948
C -1.05310 -2.43789 -0.37084 -0.057 -0.068 -0.053 0.452
C -0.80936 -1.04811 -0.12019 0.095 0.293 -0.333 2.120
O -0.32831 -0.31136 -1.07142 -0.140 -0.228 -0.382 -0.975
C -1.13163 -0.53691 1.12403 0.133 0.038 0.152 -0.356
C -1.83437 -1.32299 2.00862 -0.112 -0.051 0.102 -0.284
N -2.15980 -2.58754 1.77182 0.011 -0.071 -0.023 0.230
C -1.72809 -3.20309 0.59517 -0.049 0.022 0.072 -0.780
C -0.75399 0.85525 1.52815 -0.118 0.177 -0.057 0.068
O -1.37667 1.41162 2.41058 0.089 0.012 0.062 -0.710
O 0.26004 1.35982 0.89326 0.353 -0.047 -0.312 -0.066
H -3.69242 -3.36697 4.73426 -0.010 0.006 0.002 0.428
H -3.63213 -1.74241 4.07690 0.007 -0.019 0.009 0.521
H -2.12884 -2.57637 4.53007 -0.040 -0.017 -0.003 0.396
H -4.03324 -3.34852 2.26359 -0.014 0.031 -0.045 0.166
H -3.16413 -5.32323 3.50243 0.014 -0.021 -0.002 0.365
H -1.51826 -4.79327 3.16323 -0.016 0.002 0.015 0.333
H -3.67010 -5.58286 1.14123 -0.017 0.011 -0.020 0.351
H -2.15728 -6.41754 1.42993 -0.009 -0.034 -0.005 0.473
H -1.61789 -6.19124 -0.98299 0.033 0.014 -0.018 0.540
H -0.03932 -2.43623 -2.27564 -0.027 -0.002 -0.006 0.679
H -2.15523 -0.87929 2.93893 0.000 0.011 -0.028 0.713
C -0.00908 4.72238 1.60578 -0.147 -0.037 -0.088 -1.348
P 0.86385 4.06854 0.14498 0.317 0.213 -0.030 0.804
C 1.32038 5.63354 -0.71799 -0.199 0.010 -0.021 -1.367
C -0.50422 3.49818 -0.94726 0.005 -0.003 -0.058 0.753
C -0.20626 3.02704 -2.24090 -0.085 0.070 0.022 -0.659
C -1.22180 2.60084 -3.10359 0.107 -0.158 0.077 -0.827
C -2.53620 2.59878 -2.67800 -0.019 -0.023 0.032 -0.681
C -2.83692 3.02555 -1.38714 0.000 -0.025 -0.008 -0.598
C -1.83846 3.46353 -0.53205 0.017 -0.094 0.014 -0.338
H -0.47815 3.90144 2.15078 0.036 0.025 0.021 0.312
H -0.75425 5.47888 1.35076 -0.003 -0.014 0.023 0.371
H 0.74577 5.17711 2.24688 -0.007 0.002 0.042 0.411
H 0.45806 6.28538 -0.87561 0.054 0.003 -0.009 0.372
H 1.77316 5.40702 -1.68474 0.001 0.012 0.028 0.325
H 2.05801 6.16286 -0.11166 -0.011 -0.034 -0.025 0.424
H 0.80484 3.10532 -2.62565 0.003 0.065 -0.006 0.528
H -0.97344 2.27101 -4.10534 0.006 0.041 0.019 0.462
H -3.32483 2.27376 -3.34421 0.015 0.005 0.023 0.437
H -3.86591 3.02593 -1.04793 0.028 -0.006 -0.003 0.425
H -2.09910 3.77597 0.47061 -0.009 0.020 -0.039 0.391
C 4.54688 2.87600 -2.44174 0.046 0.035 -0.034 -1.138
C 3.71318 1.83320 -1.78456 -0.132 0.084 0.123 0.846
O 4.27571 0.69717 -1.59253 -0.105 -0.098 -0.047 -0.380
O 2.54867 2.11460 -1.42831 -0.167 0.073 -0.086 -0.340
H 5.48832 2.46080 -2.78697 -0.004 0.013 0.001 0.374
H 4.73304 3.66690 -1.71288 -0.007 -0.008 -0.014 0.290
H 3.99083 3.31290 -3.27001 0.004 0.004 0.009 0.319
C 4.17738 -1.65669 -1.33859 0.139 -0.086 -0.020 -1.734
C 3.47969 -0.40022 -0.88172 0.004 0.041 0.045 1.455
C 3.64139 -0.11468 0.60186 -0.077 0.022 0.021 -1.432
O 2.19652 -0.41229 -1.32394 -0.311 0.178 -0.008 -0.859
H 5.24918 -1.57683 -1.15758 -0.032 -0.059 0.016 0.400
H 3.99732 -1.81181 -2.40122 0.021 0.017 0.023 0.386
H 3.77793 -2.50345 -0.78133 0.010 0.024 -0.033 0.401
H 4.65860 0.19806 0.82987 0.025 -0.072 0.006 0.389
H 3.41994 -1.02380 1.16032 -0.040 0.031 0.005 0.389
H 2.95235 0.66494 0.93190 0.031 0.060 0.038 0.222
```
Forces are in eV/Å.


Entry 5:
# C2H5FSi

A cluster of 2 separate species, C2H5FSi in total at a distorted geometry (ωB97M-V/def2-TZVPD, the OMol25 dataset).

Output
- LUMO level (alpha / beta) (eV) = -0.563 / -0.663
- energy relative to the best compared isomer or geometry (same formula, charge and spin) (kJ/mol) = 432.6
- HOMO (alpha / beta) (hartree) = -0.369 / -0.271
- total charge = 0
- orbital gap (alpha / beta) (eV) = 9.47 / 6.71

```
9
Properties=species:S:1:pos:R:3:forces:R:3:mulliken_charge:R:1
C 1.06785 0.86873 0.26237 2.612 0.446 -0.911 -0.510
C -0.23341 1.00109 -0.03158 -1.175 -0.445 0.383 -0.190
F -3.11449 0.32888 -0.21856 0.773 0.475 -0.314 -0.256
Si -1.67002 -0.24041 0.26630 0.357 -0.563 -1.517 0.325
H 1.94317 1.56360 -0.05070 -2.207 -0.355 0.190 0.208
H 1.67446 0.01891 0.66262 -1.710 0.180 0.197 0.224
H -0.68982 1.83839 -0.62197 0.961 -0.435 0.643 0.292
H -0.81334 -2.98534 -0.68474 -0.205 0.790 0.150 -0.058
H -2.24358 -1.07258 1.29171 0.595 -0.093 1.179 -0.035
```
Forces are in eV/Å.


Entry 6:
# C30H24Cl5CoF3S3Sb

A structure of composition C30H24Cl5CoF3S3Sb (ωB97M-V/def2-TZVPD, the OMol25 dataset).

Output
- LUMO level (alpha / beta) (eV) = -2.841 / -2.282
- multiplicity = 2
- energy relative to the best compared isomer or geometry (same formula, charge and spin) (kJ/mol) = 19.4
- expectation value of S² = 0.7761
- HOMO (alpha / beta) (hartree) = -0.410 / -0.413
- total charge = +1
- orbital gap (alpha / beta) (eV) = 8.32 / 8.95

```
67
Properties=species:S:1:pos:R:3:forces:R:3:mulliken_charge:R:1
Co -0.40216 -1.52639 0.37875 0.096 0.460 -0.201 -0.797
C -3.58417 -1.48198 1.16111 -0.026 -0.027 -0.057 -0.737
C -3.54886 -1.06888 -0.30296 -0.001 0.084 0.064 -0.941
S -2.17194 -1.74559 -1.26347 -0.099 -0.007 -0.099 0.143
C -2.47542 -3.53931 -1.21165 0.020 -0.071 0.021 -0.947
C -1.21957 -4.31372 -0.82915 -0.028 0.001 -0.066 -0.770
S -0.39788 -3.73911 0.67839 -0.060 -0.266 0.075 0.058
C -1.68146 -4.01927 1.94278 -0.048 0.007 0.047 -0.644
C -1.78495 -2.81411 2.86373 0.021 -0.054 0.037 -0.961
S -1.97885 -1.23396 1.98661 -0.157 -0.041 0.153 0.054
H -3.86147 -2.53022 1.26239 0.016 -0.002 0.009 0.285
H -4.33141 -0.89645 1.69571 0.013 0.021 -0.007 0.620
H -3.41326 0.01231 -0.39469 0.007 -0.021 0.005 0.276
H -4.49848 -1.30690 -0.78280 0.018 -0.052 -0.017 0.585
H -2.80041 -3.86562 -2.19910 -0.004 0.031 -0.009 0.570
H -3.29541 -3.74151 -0.52302 0.006 0.034 0.007 0.379
H -0.45618 -4.21147 -1.60266 0.005 0.027 0.031 0.358
H -1.43800 -5.37737 -0.72638 -0.011 0.009 0.029 0.551
H -1.41820 -4.90623 2.51892 0.042 0.015 -0.007 0.552
H -2.62884 -4.22822 1.44828 0.010 0.019 -0.014 0.312
H -0.86697 -2.69011 3.44054 0.004 0.013 -0.019 0.406
H -2.59901 -2.93048 3.58004 -0.029 0.007 -0.039 0.508
Cl 1.74990 -1.54659 2.11383 0.116 -0.029 -0.087 -0.035
C 2.30904 -1.70802 0.44848 -0.112 -0.127 0.149 1.993
C 1.30336 -1.72489 -0.51240 0.466 -0.239 -0.025 -2.153
C 1.75307 -1.84348 -1.81923 -0.018 0.026 -0.049 1.368
Cl 0.58939 -1.87184 -3.11339 -0.003 -0.044 0.011 -0.113
C 3.11051 -1.91000 -2.14689 0.001 -0.002 0.006 -0.259
Cl 3.61074 -2.04169 -3.78317 -0.024 0.032 0.013 -0.169
C 4.07313 -1.85642 -1.13897 -0.009 -0.013 0.050 0.551
Cl 5.74248 -1.90685 -1.52123 -0.008 0.024 -0.005 -0.146
C 3.66828 -1.75934 0.19317 -0.010 -0.032 -0.078 -0.426
Cl 4.81533 -1.68121 1.46241 0.010 -0.151 0.014 -0.105
F -2.14855 4.10568 4.87735 -0.003 0.006 0.010 -0.326
C -1.62645 3.45495 3.83010 0.001 -0.005 0.001 0.273
C -2.12743 3.71037 2.56919 0.029 -0.015 0.016 -0.786
C -1.57878 3.03057 1.49018 -0.045 0.045 -0.047 -0.456
C -0.54835 2.11237 1.67242 0.041 0.074 0.033 0.505
C -0.07977 1.87175 2.96357 0.032 -0.033 0.024 -0.260
C -0.60797 2.54651 4.05211 -0.024 0.026 -0.012 -0.798
Sb 0.17189 0.94262 0.06183 -0.297 -0.096 0.006 1.473
C 2.22689 1.35935 -0.13629 0.161 0.099 0.108 0.557
C 3.09417 1.34613 0.95495 -0.001 0.164 -0.038 -0.314
C 4.45723 1.51956 0.77743 -0.023 0.101 -0.026 -0.705
C 4.93693 1.69457 -0.50692 0.008 0.006 0.011 0.220
F 6.25367 1.85585 -0.68502 0.022 -0.006 -0.005 -0.375
C 4.10855 1.70858 -1.61188 0.001 -0.017 0.024 -0.704
C 2.74551 1.54094 -1.41661 -0.033 -0.057 -0.026 -0.564
C -0.53517 2.02317 -1.60110 -0.055 0.099 -0.105 0.017
C -1.11000 1.39115 -2.70022 0.004 0.008 -0.021 -0.095
C -1.53388 2.12141 -3.80222 0.021 0.046 0.015 -0.813
C -1.36659 3.49146 -3.78456 -0.007 -0.003 -0.005 0.236
F -1.77610 4.20606 -4.83864 0.002 -0.001 -0.007 -0.330
C -0.78272 4.15456 -2.71947 -0.013 -0.013 -0.025 -0.752
C -0.36528 3.40969 -1.63065 0.050 0.013 0.079 -0.503
H -2.92273 4.43243 2.44458 -0.002 -0.004 -0.007 0.474
H -1.96315 3.23803 0.49814 -0.006 -0.025 0.026 0.396
H 0.70442 1.14462 3.14290 0.014 -0.009 -0.023 0.235
H -0.24912 2.38032 5.05855 0.005 -0.006 -0.003 0.482
H 2.72455 1.19181 1.95986 -0.026 0.035 0.024 0.265
H 5.14628 1.51368 1.61077 -0.012 0.006 -0.008 0.551
H 4.53014 1.84585 -2.59807 0.000 0.002 -0.011 0.501
H 2.09277 1.54774 -2.28207 -0.023 0.014 -0.003 0.479
H -1.21011 0.31656 -2.72987 -0.033 -0.072 0.045 0.191
H -1.97635 1.64620 -4.66687 -0.001 -0.008 0.006 0.496
H -0.66005 5.22810 -2.75974 0.006 -0.001 0.012 0.463
H 0.10329 3.92228 -0.79770 0.003 -0.005 -0.011 0.600
```
Forces are in eV/Å.


Number 1: electronic energy -16980.9081 eV. Number 2: electronic energy -9558.3594 eV. Number 3: electronic energy -85763.3618 eV. Number 4: electronic energy -85601.4806 eV. Number 5: electronic energy -12745.9656 eV. Number 6: electronic energy -178929.3995 eV.